No. 1
The following is a DFT calculation (ωB97M-V/def2-TZVPD) of an isolated molecule of C7H8 in a non-equilibrium geometry.

ORCA input file:
```
! RIJCOSX wB97M-V def2-TZVPD def2/J DEFGRID3
* xyz 0 1
C -3.305 -0.292 -0.007
C -1.951 -0.349 0.014
C -0.639 -0.290 0.004
C 0.511 0.613 0.007
C 0.865 2.046 0.002
C 0.973 -0.617 0.000
C 1.907 -1.731 -0.001
H -3.874 -0.296 0.905
H -3.827 -0.263 -0.946
H 1.542 2.265 -0.821
H 1.365 2.314 0.932
H -0.031 2.652 -0.108
H 1.399 -2.665 -0.236
H 2.366 -1.830 0.983
H 2.699 -1.557 -0.730
*
```

The max |F| comes out at 4.2 eV Å⁻¹. Its SMILES is C=C=C1C(C)=C1C. The LUMO energy is 0.83 eV. As for the energy: -7384.02110 eV. The calculation puts the orbital gap at 0.319 Ha.

No. 2
The following is a DFT calculation (ωB97M-V/def2-TZVPD) of an isolated molecule of C7H8.

ORCA input file:
```
! RIJCOSX wB97M-V def2-TZVPD def2/J DEFGRID3
* xyz 0 1
C -0.894 0.980 1.743
C -0.530 0.177 0.511
C -0.636 0.708 -0.777
C 0.284 0.332 -1.751
C 1.271 -0.595 -1.435
C 1.003 -1.458 -0.375
C 0.082 -1.079 0.594
H -1.936 0.902 2.061
H -0.250 0.684 2.580
H -0.670 2.040 1.560
H -1.437 1.412 -0.991
H 0.237 0.721 -2.763
H 2.201 -0.648 -1.995
H 1.481 -2.432 -0.367
H -0.204 -1.744 1.406
*
```

The max |F| comes out at 0.7 eV Å⁻¹. Its SMILES is Cc1ccccc1. The LUMO energy is 1.00 eV. As for the energy: -7387.80652 eV. The calculation puts the orbital gap at 0.354 Ha.

No. 3
The following is a DFT calculation (ωB97M-V/def2-TZVPD) of an isolated molecule of C7H8 in a non-equilibrium geometry.

ORCA input file:
```
! RIJCOSX wB97M-V def2-TZVPD def2/J DEFGRID3
* xyz 0 1
C -1.944 0.428 -1.043
C -0.629 0.192 -0.296
C -0.466 -0.997 0.415
C 0.760 -1.317 0.980
C 1.876 -0.458 0.837
C 1.599 0.783 0.284
C 0.409 1.121 -0.328
H -2.089 -0.301 -1.832
H -1.869 1.403 -1.522
H -2.727 0.395 -0.288
H -1.326 -1.632 0.587
H 0.889 -2.261 1.495
H 2.755 -0.821 1.346
H 2.450 1.462 0.300
H 0.312 2.003 -0.936
*
```

The max |F| comes out at 2.9 eV Å⁻¹. Its SMILES is Cc1ccccc1. The LUMO energy is 1.11 eV. As for the energy: -7388.50253 eV. The calculation puts the orbital gap at 0.373 Ha.

No. 4
The following is a DFT calculation (ωB97M-V/def2-TZVPD) of a structure of composition C7H8Br3Cl9O3 in a non-equilibrium geometry.

ORCA input file:
```
! RIJCOSX wB97M-V def2-TZVPD def2/J DEFGRID3
* xyz 0 1
C 1.801 3.501 2.190
Br 2.978 3.509 3.735
Br 2.207 5.048 1.080
Br -0.102 3.668 2.655
H 1.865 2.592 1.592
C 5.032 -2.743 -3.586
Cl 5.169 -1.805 -5.139
Cl 4.585 -4.471 -3.865
Cl 3.874 -1.987 -2.427
H 6.002 -2.713 -3.089
C -2.428 -0.606 -4.415
Cl -2.630 0.934 -5.288
Cl -2.184 -1.945 -5.504
Cl -3.817 -1.037 -3.394
H -1.660 -0.645 -3.642
C 1.230 -1.105 -0.356
Cl 1.600 -2.653 0.414
Cl 1.049 0.172 0.851
Cl -0.337 -1.302 -1.209
H 1.993 -0.822 -1.081
C -1.851 0.424 3.766
C -2.274 -0.261 2.438
O -3.433 0.482 2.044
C -3.878 1.266 2.995
O -4.915 1.854 2.958
O -3.037 1.204 4.089
H -1.088 1.191 3.641
H -1.522 -0.310 4.501
H -2.659 -1.280 2.432
H -1.568 -0.160 1.614
*
```

The max |F| comes out at 1.6 eV Å⁻¹. The LUMO energy is -0.34 eV. As for the energy: -336359.15890 eV. The calculation puts the orbital gap at 0.372 Ha.

No. 5
The following is a DFT calculation (ωB97M-V/def2-TZVPD) of an isolated molecule of C7H8BrN5 in a non-equilibrium geometry.

ORCA input file:
```
! RIJCOSX wB97M-V def2-TZVPD def2/J DEFGRID3
* xyz 0 1
C -1.793 2.746 0.657
N -1.557 1.391 0.647
N -2.147 0.636 1.471
N -1.706 -0.575 1.378
C -0.784 -0.504 0.366
C 0.088 -1.669 -0.086
C 1.375 -1.812 0.715
C 2.327 -0.903 0.445
N 2.186 0.032 -0.528
C 1.332 -0.098 -1.405
Br 1.236 1.381 -2.587
C 0.498 -1.354 -1.508
N -0.693 0.717 -0.081
H -2.725 2.965 0.367
H -1.681 3.197 1.643
H -1.086 3.226 0.033
H -0.487 -2.640 -0.022
H 1.405 -2.317 1.644
H 3.386 -1.026 0.770
H 1.156 -2.159 -1.815
H -0.327 -1.233 -2.104
*
```

The max |F| comes out at 3.9 eV Å⁻¹. Its SMILES is Cn1nnc([C@@H]2C=CN=C(Br)C2)n1. The LUMO energy is 0.48 eV. As for the energy: -84878.84131 eV. The calculation puts the orbital gap at 0.351 Ha.

No. 6
The following is a DFT calculation (ωB97M-V/def2-TZVPD) of an isolated molecule of C7H8BrNO3 in a non-equilibrium geometry.

ORCA input file:
```
! RIJCOSX wB97M-V def2-TZVPD def2/J DEFGRID3
* xyz 0 1
C -1.082 -1.224 1.482
C -0.523 -0.087 1.937
C -1.020 -1.778 0.068
C 0.349 0.807 1.170
C -1.097 -0.692 -0.918
C 0.485 0.572 -0.330
C 1.772 -0.099 -0.839
N 0.010 1.734 -1.070
O -0.742 2.499 -0.404
O -1.103 -2.977 -0.202
O 0.444 1.978 -2.160
Br -0.867 -1.130 -2.809
H -1.874 -1.811 2.103
H -0.631 0.173 2.906
H -0.086 1.784 1.188
H 1.376 0.914 1.600
H -1.768 0.046 -0.716
H 1.625 -0.573 -1.841
H 2.200 -0.718 0.024
H 2.533 0.583 -1.188
*
```

The max |F| comes out at 4.9 eV Å⁻¹. The LUMO energy is -1.18 eV. As for the energy: -85057.98081 eV. The calculation puts the orbital gap at 0.324 Ha.

No. 7
The following is a DFT calculation (ωB97M-V/def2-TZVPD) of a structure of composition C7H8CdN2O5 in a non-equilibrium geometry.

ORCA input file:
```
! RIJCOSX wB97M-V def2-TZVPD def2/J DEFGRID3
* xyz 2 1
Cd 0.006 0.021 -0.459
O 0.159 3.378 0.526
C 0.114 2.356 0.015
C -0.114 -2.338 -0.146
O -0.166 -3.413 0.240
C 2.306 -0.102 -0.193
O 3.387 -0.165 0.183
C -2.299 0.117 -0.238
O -3.392 0.161 0.105
C 0.033 0.672 -5.080
H -0.872 1.291 -5.089
H 0.992 1.202 -5.069
C -0.031 -0.666 -5.138
H 0.874 -1.285 -5.176
H -0.990 -1.195 -5.196
N 1.065 -0.409 4.046
C -0.003 -0.009 3.316
N -1.061 0.412 4.046
O -0.008 -0.023 2.063
H 1.030 -0.396 5.055
H 1.887 -0.733 3.568
H -1.890 0.723 3.568
H -1.026 0.400 5.055
*
```

The max |F| comes out at 4.8 eV Å⁻¹. The LUMO energy is -8.64 eV. As for the energy: -25152.48809 eV. The calculation puts the orbital gap at 0.251 Ha.

No. 8
The following is a DFT calculation (ωB97M-V/def2-TZVPD) of a structure of composition C7H8Cl2LuN2O3SSm in a non-equilibrium geometry.

ORCA input file:
```
! RIJCOSX wB97M-V def2-TZVPD def2/J DEFGRID3
* xyz 4 6
Sm 4.302 3.094 -2.679
Lu 2.037 0.742 -0.462
Cl 4.513 0.920 -1.168
Cl 1.861 1.879 -2.776
C 0.050 1.349 0.430
C 6.790 3.456 -3.191
C 5.733 4.836 -3.830
O -1.012 1.609 0.810
O 7.971 3.403 -3.306
O 6.025 5.821 -4.434
S 0.541 -1.242 0.226
C -1.087 -1.536 0.912
N -1.317 -1.946 2.177
C -2.631 -1.704 2.749
C -3.688 -2.284 1.800
C -3.577 -1.816 0.387
N -2.137 -1.462 0.074
H -0.565 -1.733 2.819
H -2.794 -0.608 2.802
H -2.795 -2.109 3.758
H -4.701 -2.128 2.145
H -3.593 -3.383 1.803
H -4.233 -0.964 0.201
H -3.833 -2.583 -0.339
H -1.859 -1.609 -0.906
*
```

The max |F| comes out at 10.9 eV Å⁻¹. The LUMO energy (alpha / beta) is -18.03 / -16.03 eV. As for the energy: -103871.61880 eV. The calculation puts the orbital gap (alpha / beta) at 0.112 / 0.186 Ha.

No. 9
The following is a DFT calculation (ωB97M-V/def2-TZVPD) of a cluster of 2 separate species, C7H8ClN4 in total in a non-equilibrium geometry.

ORCA input file:
```
! RIJCOSX wB97M-V def2-TZVPD def2/J DEFGRID3
* xyz 1 1
C -4.220 -2.566 0.196
C -2.578 -0.591 0.302
C -0.685 0.803 -0.193
C -3.342 -1.525 0.203
C -5.212 1.541 0.051
C 1.455 0.289 -1.002
C 0.247 -1.394 0.060
N -4.932 -3.456 0.398
N -1.989 0.668 0.219
N 0.196 -0.051 -0.463
N -4.272 2.184 0.218
Cl -6.536 0.818 -0.444
H -0.450 1.825 -0.460
H 2.384 0.051 -0.322
H 1.625 -0.394 -1.785
H 1.445 1.321 -1.276
H 1.168 -1.419 0.625
H -0.697 -1.529 0.545
H 0.331 -2.174 -0.781
H -2.683 1.456 0.212
*
```

The max |F| comes out at 4.4 eV Å⁻¹. The LUMO energy is -3.99 eV. As for the energy: -25860.57661 eV. The calculation puts the orbital gap at 0.356 Ha.

No. 10
The following is a DFT calculation (ωB97M-V/def2-TZVPD) of a structure of composition C7H8ClN4O in a non-equilibrium geometry.

ORCA input file:
```
! RIJCOSX wB97M-V def2-TZVPD def2/J DEFGRID3
* xyz 1 1
C 0.569 -1.214 -2.040
C 0.671 -0.199 -2.928
C 0.190 -0.637 -0.783
C 0.094 0.759 -1.000
C -0.136 -1.227 0.444
C -0.765 1.661 2.647
C 0.070 0.914 1.623
N 0.386 0.990 -2.288
N -0.388 1.645 -0.111
N -0.275 -0.430 1.534
N -0.362 -2.525 0.577
O -1.466 1.056 3.397
Cl 1.785 1.258 1.782
H 0.774 -2.246 -2.237
H 0.908 -0.213 -3.971
H -0.644 2.752 2.650
H 0.364 1.892 -2.737
H -0.068 2.600 -0.148
H -0.750 -0.782 2.364
H -0.331 -3.119 -0.236
H -0.627 -2.935 1.460
*
```

The max |F| comes out at 4.2 eV Å⁻¹. The LUMO energy is -4.36 eV. As for the energy: -27911.85731 eV. The calculation puts the orbital gap at 0.276 Ha.

No. 11
The following is a DFT calculation (ωB97M-V/def2-TZVPD) of the ion C7H8ClO2 with charge -1 in a non-equilibrium geometry.

ORCA input file:
```
! RIJCOSX wB97M-V def2-TZVPD def2/J DEFGRID3
* xyz -1 1
C -2.643 0.937 -0.046
C -1.110 0.779 -0.122
C -0.434 -0.344 0.022
C -1.111 -1.715 0.075
C 1.175 -0.452 -0.013
O 1.615 -1.604 0.042
C 2.150 0.653 0.064
C 3.623 0.824 0.004
O 4.223 1.866 -0.190
Cl 4.592 -0.723 0.162
H -3.172 1.504 -0.728
H -2.886 1.301 0.972
H -3.066 -0.103 -0.186
H -0.623 1.699 -0.119
H -0.583 -2.360 0.671
H -1.190 -2.089 -0.980
H -2.138 -1.674 0.504
H 1.580 1.502 -0.131
*
```

The max |F| comes out at 4.0 eV Å⁻¹. Its SMILES is C/C=C(C)/C([O-])=C/C(=O)Cl. The LUMO energy is 3.38 eV. As for the energy: -24006.09611 eV. The calculation puts the orbital gap at 0.254 Ha.

No. 12
The following is a DFT calculation (ωB97M-V/def2-TZVPD) of a structure of composition C7H8CoO5 in a non-equilibrium geometry.

ORCA input file:
```
! RIJCOSX wB97M-V def2-TZVPD def2/J DEFGRID3
* xyz 3 5
Co 0.143 -0.222 -1.471
O 0.268 2.431 -0.075
C 0.207 1.479 -0.711
C 0.043 -1.974 -0.821
O 0.000 -2.919 -0.157
C 1.808 -0.321 -0.657
O 2.834 -0.359 -0.147
C -1.543 -0.132 -0.752
O -2.583 -0.059 -0.273
C 0.144 0.524 -3.197
H -0.771 1.123 -3.410
H 1.114 1.041 -3.383
C 0.077 -0.894 -3.281
H 0.995 -1.482 -3.513
H -0.891 -1.383 -3.544
C -0.574 0.784 4.247
O 0.253 -0.209 3.619
H -1.516 0.894 3.676
H -0.023 1.741 4.252
H -0.830 0.481 5.288
H 0.844 -0.545 4.311
*
```

The max |F| comes out at 8.7 eV Å⁻¹. The LUMO energy (alpha / beta) is -12.66 / -16.36 eV. As for the energy: -55212.19590 eV. The calculation puts the orbital gap (alpha / beta) at 0.337 / 0.273 Ha.

No. 13
The following is a DFT calculation (ωB97M-V/def2-TZVPD) of a structure of composition C7H8HgI2N4.

ORCA input file:
```
! RIJCOSX wB97M-V def2-TZVPD def2/J DEFGRID3
* xyz 2 1
N 0.287 -2.472 -1.450
C 0.536 -1.398 -1.112
C 0.919 -0.066 -0.681
I 2.220 0.722 -2.222
C 1.772 -0.150 0.623
N 3.176 0.044 0.296
C -0.329 0.866 -0.581
I -1.396 0.673 -2.463
C 0.056 2.263 -0.503
N 0.234 3.398 -0.458
C -1.164 0.493 0.688
C -2.562 0.092 0.363
N -2.917 -1.131 0.283
H 1.627 -1.124 1.087
H 1.467 0.617 1.325
H 3.706 0.513 1.021
H 3.633 -0.824 0.044
H -1.244 1.371 1.322
H -0.681 -0.305 1.240
H -3.303 0.866 0.192
H -3.906 -1.258 0.077
Hg -2.133 -3.191 0.908
*
```

The max |F| comes out at 0.9 eV Å⁻¹. The LUMO energy is -12.47 eV. As for the energy: -33702.17407 eV. The calculation puts the orbital gap at 0.089 Ha.